Entry 1:
Computed, not measured: a structure of composition C25H22BrN2OPPt at a distorted geometry, with wB97M-V/def2-TZVPD.

The geometry in XYZ format:
```
53
Properties=species:S:1:pos:R:3:forces:R:3
Pt -0.1973 1.2309 0.0692 -1.6550 0.2534 -1.3972
C -4.7311 3.5825 1.7406 0.0788 0.0509 0.0348
C -3.6427 3.5790 0.6949 -1.0313 0.5518 -0.2068
C -3.9440 3.9613 -0.6444 -0.8206 -0.5391 0.1527
C -3.0365 3.7949 -1.6692 1.1114 -0.0846 -0.4736
C -1.8502 3.1105 -1.3355 -0.6758 0.4355 0.2465
Br -0.6414 2.5406 -2.7264 -0.3744 0.1562 1.0117
N -1.5342 2.7931 -0.0703 -1.0211 1.6157 -0.7960
C -2.3731 3.1680 0.9668 1.7882 -1.0645 -0.7672
H -5.5983 4.1302 1.3636 0.1406 0.0120 0.2781
H -4.3922 3.9974 2.6962 -0.1099 0.0584 -0.2357
H -5.0573 2.5519 1.9443 0.1362 0.2347 -0.1462
H -4.9828 4.2801 -0.8848 0.9898 0.0576 0.2774
H -3.1594 4.1614 -2.7096 -0.2466 -0.4540 0.9229
H -1.8635 3.0120 1.9364 -1.0542 0.0297 -0.3518
O 1.4347 3.1737 1.4471 -0.3570 -0.1519 -0.0764
N 1.1032 1.8194 1.4437 2.2276 0.9132 1.8398
C 1.6533 1.1451 2.4101 -0.5463 0.1143 -0.0783
C 1.5528 -0.3015 2.5810 -0.5629 -0.7882 -0.1717
C 1.9499 -0.8248 3.8322 1.4345 2.5858 -0.3149
C 2.0035 -2.1606 4.1035 -1.0131 -1.1614 0.8976
C 1.4882 -3.0457 3.1704 -0.0496 0.2255 -0.6282
C 1.0610 -2.6003 1.9131 1.0970 1.6137 0.5220
C 1.0899 -1.2192 1.5987 -0.0688 -1.6700 0.4503
P 0.6766 -0.7574 -0.0929 1.8291 -0.5152 -1.2042
C 2.2294 -0.8042 -1.0317 -0.0101 0.0426 -0.3905
C 2.4311 0.0287 -2.1476 -0.2675 0.6267 -0.5848
C 3.5507 -0.1372 -2.9486 1.0758 -1.1118 0.8322
C 4.5005 -1.1540 -2.6094 -0.2684 1.3393 -1.4587
C 4.3454 -1.9234 -1.4959 0.1902 -0.4392 0.4727
C 3.1565 -1.7866 -0.7501 1.0268 -0.1999 -0.0762
C -0.4273 -1.7712 -1.0500 -0.6638 -1.3105 0.9165
C -0.3968 -1.7906 -2.4470 -0.4643 -0.2306 0.1290
C -1.3266 -2.6024 -3.1253 0.9578 0.3013 -0.3311
C -2.3106 -3.2544 -2.4089 -0.1007 -0.5937 1.1732
C -2.2477 -3.3654 -0.9892 -1.2308 1.0199 -1.0030
C -1.3218 -2.5938 -0.3185 0.6200 -0.0442 0.1323
H 0.8914 3.5856 0.7381 0.4074 -0.2972 0.5327
H 2.1688 1.6860 3.2121 -0.0420 0.1099 -0.4587
H 2.4104 -0.0662 4.5164 -0.6622 -0.9659 -0.3165
H 2.2811 -2.5489 5.0961 0.1355 0.4076 -0.6383
H 1.4379 -4.0946 3.3766 0.1150 -0.4263 0.1470
H 0.9028 -3.2961 1.1206 -0.5575 -0.5059 -0.2193
H 1.6678 0.7736 -2.4490 0.6261 -0.3619 0.4399
H 3.8458 0.5076 -3.7655 -0.6123 0.0657 -0.1349
H 5.3528 -1.3192 -3.2933 -0.4272 0.2816 0.6389
H 5.2089 -2.5771 -1.2414 -1.2344 0.1239 0.0827
H 2.9741 -2.4829 0.0377 0.0394 -0.2332 0.6211
H 0.2952 -1.1467 -2.9824 0.0146 -0.3954 -0.0573
H -1.1969 -2.7870 -4.2097 -0.4737 0.5786 0.7135
H -3.1519 -3.7019 -2.9233 0.2428 -0.3102 -0.0690
H -3.0853 -3.8554 -0.4650 0.8251 -0.0158 -0.2283
H -1.1950 -2.6448 0.7754 -0.5083 0.0649 -0.6505
```
Positions in Å, forces in eV/Å.

Values from the calculation:
HOMO (spin up / spin down) ... -13.93 / -14.58 eV
Lowest unoccupied orbital energy (spin up / spin down) ... -6.85 / -9.63 eV
Electronic energy ... -113868.98850 eV
Gap between HOMO and LUMO (spin up / spin down) ... 0.2602 / 0.1818 hartree
2S+1 ... 3
Net charge ... +2

Entry 2:
Computed, not measured: a cluster of 2 separate species, C4H9O2 in total at a distorted geometry, with wB97M-V/def2-TZVPD.

The geometry in XYZ format:
```
15
Properties=species:S:1:pos:R:3:forces:R:3
C -0.5299 -1.9893 0.2637 -3.2332 -1.7542 -4.1654
C 0.6999 -2.9289 0.2048 0.2311 4.2740 -1.0522
H -1.5918 -2.5485 -0.0790 2.6329 1.0088 1.3225
H -0.7332 -1.4305 1.0922 -0.2945 0.8049 2.8861
H -0.5945 -1.1696 -0.4899 0.9543 -0.6300 0.1224
H 1.1849 -2.5811 -0.7732 0.4882 -0.2235 1.8614
H 0.4252 -3.8610 -0.0920 -0.8598 -3.0541 0.1000
H 1.2627 -2.8382 1.1577 0.1082 -0.3534 -1.0881
C -0.5473 2.9513 0.1534 0.1995 2.5981 -0.6614
C 0.6301 2.4796 -0.6639 3.1787 2.4632 2.7506
O 1.7185 3.1993 -0.5122 -2.0562 -1.4332 -1.0179
O 0.4630 1.4067 -1.1973 0.0772 -2.1809 -1.9405
H -0.8841 2.2033 0.8172 -0.6892 -0.9817 0.4521
H -1.2707 3.2687 -0.6150 -0.3955 -0.2308 0.6394
H -0.2328 3.8383 0.7336 -0.3415 -0.3072 -0.2091
```
Positions in Å, forces in eV/Å.

Values from the calculation:
HOMO ... -3.61 eV
Lowest unoccupied orbital energy ... 3.78 eV
Electronic energy ... -8388.96100 eV
Energy above the lowest of the compared OMol25 structures with the same formula, charge and spin ... 1.5308 eV
Gap between HOMO and LUMO ... 0.2714 hartree
Net charge ... -1

Entry 3:
Computed, not measured: the ion C4H9N2S with charge +1 at a distorted geometry, with wB97M-V/def2-TZVPD.

The geometry in XYZ format:
```
16
Properties=species:S:1:pos:R:3:forces:R:3
C -2.5024 0.4762 0.0637 1.9636 0.6290 0.8778
C 1.3511 1.4078 0.9115 0.6983 3.4203 -4.4451
C 1.6313 0.6610 -0.3472 0.4704 0.1919 -0.1040
C 1.5926 -0.8004 -0.3398 -0.4884 -4.3236 0.2720
N -1.1014 0.0725 0.1885 -1.5754 0.7588 -0.6597
N -3.1502 -0.6075 -0.1653 2.0889 -2.7072 -0.9758
S -0.0938 1.3785 -0.2241 -0.1495 -0.6208 0.0836
H 1.2706 1.0374 1.8228 -0.5736 -2.4379 3.8285
H 1.6800 2.4830 0.9905 -0.2305 -1.1492 -0.4412
H 2.2894 1.0311 -1.1593 -0.8060 0.5265 0.6740
H 2.5125 -1.4122 -0.4539 0.4117 1.3889 0.3422
H 1.0964 -1.3215 -1.2249 -0.1463 1.2280 0.9778
H 1.1786 -1.2394 0.6186 0.1386 0.6285 -1.1121
H -0.9945 -0.9184 -0.1076 1.2618 0.8629 0.0198
H -4.1072 -0.7416 -0.1165 -2.2162 0.4344 -0.0258
H -2.6529 -1.5066 -0.4570 -0.8475 1.1695 0.6880
```
Positions in Å, forces in eV/Å.

Values from the calculation:
HOMO ... -13.32 eV
Lowest unoccupied orbital energy ... -3.60 eV
Electronic energy ... -18098.83310 eV
Energy above the lowest of the compared OMol25 structures with the same formula, charge and spin ... 4.6937 eV
Gap between HOMO and LUMO ... 0.3573 hartree
Net charge ... +1

Entry 4:
Computed, not measured: a cluster of 2 separate species, C4H11NS in total at a distorted geometry, with wB97M-V/def2-TZVPD.

The geometry in XYZ format:
```
17
Properties=species:S:1:pos:R:3:forces:R:3
C -0.9556 -0.8635 -2.5283 2.1981 -0.9670 -0.1586
S 0.0075 -2.4235 -2.1193 -0.3750 1.3212 0.0385
C 1.0516 -1.6713 -0.8918 0.7098 -1.4995 2.9709
H -0.1446 -0.0932 -2.4368 -1.2732 -0.3300 -0.0865
H -1.7715 -0.7677 -1.8200 -0.0617 0.2939 -0.2536
H -1.1849 -1.0374 -3.5783 -0.6331 0.5151 0.1138
H 1.3124 -2.4893 -0.1787 0.4124 -0.1819 -0.8315
H 2.0020 -1.1878 -1.0990 -0.1444 0.1356 -0.8778
H 0.6056 -1.1243 -0.0526 -0.8130 0.7556 -0.8770
C -1.2609 1.1982 1.5274 0.6036 0.2228 -2.5271
C -0.1942 1.3203 2.3092 1.1000 1.1758 2.0274
N 1.1394 1.5050 1.9050 -0.8839 0.3903 -1.1824
H -1.0741 1.4642 0.4477 -0.2529 -0.7268 0.9863
H -2.2096 0.7210 1.6916 -0.2753 0.3524 0.7614
H -0.2532 1.4572 3.4097 -0.2605 -1.0380 -0.7025
H 1.1888 1.8863 0.9586 0.1132 -0.4284 -0.1479
H 1.7412 2.1057 2.4557 -0.1641 0.0088 0.7464
```
Positions in Å, forces in eV/Å.

Values from the calculation:
HOMO (spin up / spin down) ... 1.28 / -4.66 eV
Lowest unoccupied orbital energy (spin up / spin down) ... 3.04 / 2.97 eV
Electronic energy ... -16648.57978 eV
Energy above the lowest of the compared OMol25 structures with the same formula, charge and spin ... 2.9026 eV
Gap between HOMO and LUMO (spin up / spin down) ... 0.0647 / 0.2804 hartree
2S+1 ... 2
Net charge ... -1

Entry 5:
Computed, not measured: a structure of composition C49H43IrN3O4P2Si at a distorted geometry, with wB97M-V/def2-TZVPD.

The geometry in XYZ format:
```
103
Properties=species:S:1:pos:R:3:forces:R:3
Ir -0.0820 -0.3043 0.4441 0.4888 -0.8793 -0.2332
C -0.9216 2.8858 1.7879 -0.0080 0.0203 0.0210
Si -0.3617 1.9826 0.2472 -0.1647 0.0532 0.1451
C 1.2743 2.7224 -0.3181 -0.0548 0.1205 0.0279
C 1.5782 4.0861 -0.3038 -0.0461 -0.0401 0.0058
C 2.8228 4.5375 -0.7080 -0.0230 0.0620 0.0154
C 3.7877 3.6322 -1.1322 0.0625 -0.0422 -0.0137
C 3.5047 2.2777 -1.1600 -0.0611 0.0096 -0.0136
C 2.2471 1.8299 -0.7566 0.1730 -0.0086 -0.0207
P 1.7456 0.0853 -0.7795 -0.0689 0.2638 -0.1205
C 1.6327 -0.2998 -2.5492 0.0366 -0.0413 0.0324
C 1.4756 0.7115 -3.4931 0.0111 -0.0029 0.0330
C 1.5297 0.4092 -4.8482 -0.0189 0.0014 0.0305
C 1.7388 -0.8975 -5.2576 -0.0088 -0.0375 -0.0192
C 1.8611 -1.9159 -4.3184 -0.0281 0.0076 -0.0240
C 1.8015 -1.6218 -2.9687 -0.0206 0.0036 0.0718
C 3.1788 -0.9092 -0.2541 -0.0176 -0.0487 -0.0291
C 4.2745 -0.9968 -1.1193 -0.0174 0.0046 0.0206
C 5.4103 -1.6948 -0.7462 0.0161 -0.0004 -0.0049
C 5.4624 -2.3307 0.4863 0.0053 -0.0088 0.0063
C 4.3699 -2.2751 1.3370 0.0056 0.0230 -0.0032
C 3.2330 -1.5704 0.9697 -0.0826 -0.0079 0.0274
C -1.5873 2.3069 -1.1460 0.0240 0.1357 -0.0255
C -2.0457 3.5897 -1.4647 0.0119 -0.0126 0.0122
C -2.9981 3.7816 -2.4487 -0.0048 0.0078 -0.0036
C -3.5399 2.6865 -3.1156 -0.0124 0.0124 -0.0022
C -3.1066 1.4102 -2.8129 0.0577 -0.0404 -0.0017
C -2.1015 1.2274 -1.8586 -0.0858 -0.0229 -0.0234
P -1.6187 -0.4141 -1.2626 -0.0204 0.0121 0.0326
C -1.4690 -1.5468 -2.6708 0.0254 0.0118 -0.0239
C -1.4766 -1.1033 -3.9906 -0.0221 -0.0382 0.0482
C -1.4461 -2.0177 -5.0347 0.0019 0.0014 0.0098
C -1.3878 -3.3772 -4.7746 0.0101 -0.0037 0.0001
C -1.3384 -3.8272 -3.4614 0.0288 -0.0006 -0.0094
C -1.3765 -2.9183 -2.4188 0.0759 0.0232 -0.0001
C -3.1474 -0.9164 -0.3982 -0.0307 -0.0634 -0.0409
C -3.5626 -0.0974 0.6529 -0.0063 0.0466 0.0030
C -4.6761 -0.4278 1.4036 0.0027 0.0051 0.0199
C -5.3942 -1.5803 1.1096 0.0021 -0.0275 -0.0149
C -5.0013 -2.3850 0.0521 -0.0033 0.0207 0.0085
C -3.8813 -2.0561 -0.7027 -0.0464 -0.0016 -0.0191
H -1.1564 3.9307 1.5709 0.0046 0.0095 0.0099
H -0.1377 2.8675 2.5480 -0.0046 -0.0047 0.0114
H -1.8154 2.4300 2.2192 0.0005 0.0060 -0.0105
H 0.8426 4.8044 0.0404 -0.0086 -0.0038 0.0098
H 3.0493 5.5955 -0.6841 0.0035 0.0020 -0.0012
H 4.7650 3.9832 -1.4359 0.0010 0.0017 -0.0007
H 4.2671 1.5844 -1.4830 0.0326 -0.0446 -0.0169
H 1.3404 1.7384 -3.1778 0.0056 0.0229 0.0064
H 1.4253 1.1998 -5.5795 0.0013 0.0074 -0.0002
H 1.8008 -1.1292 -6.3133 0.0033 0.0017 0.0018
H 2.0088 -2.9380 -4.6402 -0.0024 -0.0121 -0.0023
H 1.9142 -2.4101 -2.2322 -0.0142 0.0038 -0.0269
H 4.2354 -0.5465 -2.1025 -0.0031 0.0217 -0.0030
H 6.2493 -1.7537 -1.4267 0.0031 0.0019 0.0037
H 6.3477 -2.8821 0.7741 -0.0003 -0.0039 -0.0024
H 4.3947 -2.7896 2.2885 -0.0019 -0.0022 0.0041
H 2.3779 -1.5604 1.6300 0.0963 0.0004 -0.0640
H -1.6604 4.4513 -0.9303 0.0007 -0.0039 0.0066
H -3.3408 4.7808 -2.6839 -0.0022 0.0010 -0.0063
H -4.3133 2.8302 -3.8582 -0.0024 0.0052 -0.0013
H -3.5697 0.5611 -3.2984 0.0269 -0.0403 -0.0312
H -1.4928 -0.0477 -4.2157 -0.0324 0.0634 0.0116
H -1.4624 -1.6596 -6.0559 0.0060 0.0000 0.0012
H -1.3706 -4.0863 -5.5919 0.0018 0.0010 -0.0001
H -1.2713 -4.8861 -3.2467 -0.0019 -0.0006 -0.0060
H -1.3396 -3.2859 -1.4040 -0.0024 0.0053 -0.0113
H -3.0228 0.8166 0.8811 -0.0061 -0.0416 -0.0146
H -4.9881 0.2179 2.2141 -0.0089 -0.0031 0.0023
H -6.2656 -1.8412 1.6957 -0.0042 0.0070 -0.0048
H -5.5698 -3.2716 -0.1966 -0.0005 -0.0036 0.0004
H -3.5977 -2.6909 -1.5317 -0.0414 0.0344 0.0509
C -0.1106 -1.3673 5.7879 0.0108 -0.0021 -0.0024
C 0.4938 -0.6828 4.6109 0.0034 0.0388 0.0437
C 1.5411 0.2105 4.5076 -0.0561 -0.0269 0.0251
C 1.6613 0.5213 3.1488 -0.0056 0.0546 0.0212
N 0.7348 -0.1496 2.4523 0.0266 0.0145 -0.0822
N 0.0366 -0.8680 3.3689 0.1042 0.0463 -0.0141
C 2.6793 1.4332 2.5575 -0.0250 -0.0044 -0.0084
H 0.3921 -1.0506 6.6980 -0.0007 -0.0029 0.0033
H -0.0153 -2.4503 5.7041 0.0031 -0.0001 -0.0008
H -1.1697 -1.1258 5.8797 -0.0018 0.0037 0.0015
H 2.1425 0.6013 5.3100 0.0092 -0.0093 0.0074
H -0.6864 -1.4895 3.0181 -0.0675 -0.0167 0.0039
H 3.0959 2.0601 3.3438 0.0136 -0.0126 0.0069
H 2.2596 2.0816 1.7939 -0.0064 -0.0047 0.0343
H 3.4982 0.8675 2.1090 -0.0151 0.0061 -0.0245
O -1.2751 -2.1033 1.4377 -0.2583 0.4421 0.0979
C -0.5205 -2.9736 0.8992 0.0597 -0.1533 -0.0297
O 0.5065 -2.6362 0.2739 -0.0598 0.0591 0.0771
C -0.9228 -4.4089 0.9671 0.0397 0.0088 0.0302
C -2.0710 -4.7972 1.6506 -0.0253 0.0093 -0.0115
C -2.4549 -6.1302 1.6687 0.0131 -0.0039 0.0166
C -1.7041 -7.0803 0.9926 -0.0230 0.0266 -0.0310
C -0.5775 -6.6636 0.3059 -0.1086 -0.0212 -0.1933
C -0.1625 -5.3489 0.2844 0.0051 0.0008 -0.0368
N 0.2113 -7.6642 -0.4479 0.5384 -0.0397 0.7227
O 1.1654 -7.2575 -1.0793 -0.1859 0.0276 -0.2563
O -0.0809 -8.8306 -0.2994 -0.2086 0.0105 -0.2427
H -2.6624 -4.0430 2.1525 -0.0029 0.0021 0.0001
H -3.3447 -6.4327 2.2032 -0.0004 0.0028 0.0037
H -1.9806 -8.1243 0.9816 0.0014 -0.0045 -0.0035
H 0.7250 -5.0562 -0.2576 -0.0141 -0.0013 0.0006
```
Positions in Å, forces in eV/Å.

Values from the calculation:
HOMO ... -11.36 eV
Lowest unoccupied orbital energy ... -2.71 eV
Electronic energy ... -93463.43003 eV
Energy above the lowest of the compared OMol25 structures with the same formula, charge and spin ... 0.0000 eV
Gap between HOMO and LUMO ... 0.3177 hartree
Net charge ... +1